*A*
Entry from the Open Molecules 2025 dataset: an isolated molecule of C4H9N3O (ωB97M-V/def2-TZVPD).

Net charge   0
LUMO energy   0.32 eV
Structure (SMILES)   CC(N)(N)C(O)=C=N

Cartesian coordinates (Å):
C (-1.321, 0.940, -0.040)
C (0.858, -0.275, 0.437)
C (-0.347, -0.242, -0.478)
C (1.328, 0.782, 1.046)
N (-1.093, -1.472, -0.454)
N (0.003, -0.145, -1.864)
O (1.297, -1.523, 0.878)
N (1.859, 1.703, 1.557)
H (2.069, -1.390, 1.453)
H (-0.641, -2.103, -1.116)
H (-1.006, -1.874, 0.479)
H (0.280, 0.806, -2.090)
H (-0.840, -0.340, -2.401)
H (2.303, 1.463, 2.451)
H (-2.260, 0.848, -0.599)
H (-0.909, 1.926, -0.285)
H (-1.578, 0.895, 1.024)

=====

*B*
Entry from the Open Molecules 2025 dataset: an isolated molecule of C4H9N3O (ωB97M-V/def2-TZVPD).

Net charge   0
LUMO energy   0.90 eV
Structure (SMILES)   CNC1=NCCN1O

Cartesian coordinates (Å):
C (2.553, -0.142, 0.401)
C (0.223, -0.485, -0.071)
C (-1.858, -0.940, 0.246)
C (-1.793, 0.551, -0.041)
H (2.805, -0.788, 1.282)
H (3.484, 0.042, -0.123)
H (2.210, 0.787, 0.837)
H (1.597, -1.515, -0.954)
H (-2.088, -0.868, 1.300)
H (-2.677, -1.445, -0.293)
H (-2.564, 1.265, 0.305)
H (-1.847, 0.609, -1.161)
H (0.304, 2.561, 0.254)
N (1.529, -0.560, -0.561)
N (-0.592, -1.493, -0.146)
N (-0.424, 0.699, 0.408)
O (0.054, 1.866, -0.320)

=====

*C*
Entry from the Open Molecules 2025 dataset: an isolated molecule of C4H9N3O (ωB97M-V/def2-TZVPD).

Net charge   0
LUMO energy   0.82 eV
Structure (SMILES)   C[C@H]1CN1/N=C\NO

Cartesian coordinates (Å):
C (-2.485, -0.214, -0.465)
C (-1.308, 0.796, -0.407)
C (-0.752, 1.308, 0.857)
C (2.049, 0.080, -0.334)
H (-2.351, -0.971, 0.304)
H (-3.503, 0.240, -0.350)
H (-2.496, -0.705, -1.399)
H (-1.242, 1.444, -1.303)
H (-1.100, 1.099, 1.843)
H (-0.240, 2.236, 0.779)
H (3.015, 0.268, -0.854)
H (1.235, -1.437, 0.842)
H (2.973, -2.416, -0.186)
N (-0.105, 0.226, 0.111)
N (1.021, 0.851, -0.545)
N (2.095, -0.977, 0.577)
O (3.194, -1.829, 0.529)

=====

How far above the most stable structure does each one sit? In kJ/mol: *A* 44.4; *B* 0.0; *C* 134.8.

=====

*A*
Entry from the Open Molecules 2025 dataset: a cluster of 2 separate species, C4H12NO2 in total (ωB97M-V/def2-TZVPD).

Net charge   -1
LUMO energy   4.02 eV

Cartesian coordinates (Å):
C (0.010, -0.310, -1.425)
N (0.051, -1.191, -0.247)
C (-1.096, -1.151, 0.739)
O (-0.904, -0.360, 1.814)
C (0.695, 1.101, -1.332)
C (-0.088, 2.114, -0.448)
H (-1.058, -0.093, -1.509)
H (0.441, -0.735, -2.347)
H (0.856, -0.900, 0.290)
H (-1.179, -2.238, 1.003)
H (-2.025, -0.930, 0.177)
H (1.739, 0.985, -1.029)
H (0.568, 1.535, -2.328)
H (0.515, 3.014, -0.285)
H (-0.487, 1.619, 0.443)
H (-0.898, 2.491, -1.082)
H (1.482, -2.132, 2.147)
H (0.290, -1.141, 2.527)
O (1.087, -1.679, 2.888)

=====

*B*
Entry from the Open Molecules 2025 dataset: a cluster of 2 separate species, C4H12NO2 in total (ωB97M-V/def2-TZVPD).

Net charge   -1
LUMO energy   4.06 eV

Cartesian coordinates (Å):
C (-1.353, -0.844, -0.134)
C (-0.137, -0.368, 0.703)
C (0.837, -1.518, 0.914)
N (0.400, 0.847, 0.084)
C (1.381, 0.506, -1.188)
O (2.573, 0.139, -0.851)
H (-2.281, -0.412, 0.281)
H (-1.344, -0.596, -1.188)
H (-1.638, -1.899, -0.008)
H (-0.571, -0.045, 1.663)
H (1.709, -1.044, 1.383)
H (0.558, -2.306, 1.627)
H (1.172, -2.024, 0.011)
H (1.166, 1.152, 0.680)
H (0.684, -0.173, -1.766)
H (1.381, 1.489, -1.701)
H (-1.762, 2.659, -0.842)
H (-1.022, 1.879, 0.198)
O (-1.754, 2.558, 0.133)

=====

How far above the most stable structure does each one sit? In kJ/mol: *A* 0.0; *B* 27.3.

=====

*A*
Entry from the Open Molecules 2025 dataset: a cluster of 2 separate species, C4H12NO2 in total (ωB97M-V/def2-TZVPD).

Net charge   -1
LUMO energy   3.85 eV

Cartesian coordinates (Å):
C (-0.666, 0.602, 0.631)
N (0.203, 0.850, -0.534)
C (1.668, 0.453, -0.105)
O (1.774, -0.707, 0.512)
C (-2.103, 0.807, 0.166)
C (-2.594, -0.246, -0.818)
H (-0.672, -0.455, 0.973)
H (-0.216, 1.225, 1.418)
H (0.039, 0.166, -1.269)
H (2.233, 0.533, -1.092)
H (1.845, 1.354, 0.516)
H (-2.128, 1.736, -0.426)
H (-2.730, 0.984, 1.050)
H (-2.154, -1.210, -0.537)
H (-3.675, -0.190, -0.979)
H (-2.163, -0.060, -1.804)
H (4.316, -1.933, 1.278)
H (3.178, -1.571, 0.476)
O (3.844, -2.341, 0.543)

=====

*B*
Entry from the Open Molecules 2025 dataset: a cluster of 2 separate species, C4H12NO2 in total (ωB97M-V/def2-TZVPD).

Net charge   -1
LUMO energy   3.68 eV

Cartesian coordinates (Å):
C (2.299, -1.149, 0.568)
N (0.902, -0.835, 0.762)
C (0.073, -1.945, 0.310)
C (0.534, 0.434, 0.081)
C (-0.948, 0.764, 0.104)
O (-1.125, 2.097, -0.146)
H (2.883, -0.228, 0.556)
H (2.470, -1.624, -0.425)
H (2.690, -1.850, 1.307)
H (0.052, -2.016, -0.791)
H (-0.934, -1.795, 0.694)
H (0.457, -2.903, 0.668)
H (0.988, 1.210, 0.711)
H (1.034, 0.481, -0.895)
H (-1.501, 0.418, 0.998)
H (-1.462, 0.120, -0.670)
H (-2.971, 3.640, -1.676)
H (-2.293, 2.439, -0.756)
O (-3.148, 2.741, -1.399)

=====

*C*
Entry from the Open Molecules 2025 dataset: a structure of composition C4H12NO2 (ωB97M-V/def2-TZVPD).

Net charge   -1
LUMO energy   4.21 eV

Cartesian coordinates (Å):
C (0.420, 0.134, -2.069)
N (0.331, 1.339, -1.036)
C (-0.823, 1.247, -0.069)
C (-0.237, 1.207, 1.302)
C (0.607, -0.146, 1.496)
O (0.131, -1.135, 0.749)
H (0.986, 0.140, -2.992)
H (-0.613, -0.125, -2.246)
H (0.965, -0.773, -1.478)
H (1.248, 1.408, -0.533)
H (-1.366, 0.340, -0.372)
H (-1.422, 2.154, -0.203)
H (0.265, 2.201, 1.473)
H (-1.002, 1.176, 2.136)
H (1.714, 0.015, 1.177)
H (0.778, -0.446, 2.569)
H (-0.246, -2.259, 0.422)
H (-1.413, -3.255, -0.112)
O (-0.321, -3.222, -0.214)

=====

How far above the most stable structure does each one sit? In kJ/mol: *A* 0.0; *B* 25.0; *C* 179.8.

=====

*A*
Entry from the Open Molecules 2025 dataset: a cluster of 2 separate species, C4H12NO2 in total (ωB97M-V/def2-TZVPD).

Net charge   -1
LUMO energy   4.19 eV

Cartesian coordinates (Å):
C (1.780, 0.269, 0.098)
O (1.054, 1.418, -0.114)
C (1.003, -1.035, -0.265)
C (-0.326, -1.155, 0.475)
C (-1.509, -1.113, -0.483)
N (-1.516, 0.117, -1.334)
H (2.636, 0.260, -0.624)
H (2.131, 0.280, 1.144)
H (0.856, -1.013, -1.346)
H (1.685, -1.838, 0.003)
H (-0.368, -2.034, 1.107)
H (-0.443, -0.284, 1.139)
H (-2.443, -1.248, 0.081)
H (-1.478, -1.973, -1.157)
H (-0.645, 0.578, -1.053)
H (-2.285, 0.700, -1.037)
H (0.187, 1.921, 0.950)
H (0.045, 3.447, 1.005)
O (-0.363, 2.704, 1.411)

=====

*B*
Entry from the Open Molecules 2025 dataset: a cluster of 2 separate species, C4H12NO2 in total (ωB97M-V/def2-TZVPD).

Net charge   -1
LUMO energy   4.04 eV

Cartesian coordinates (Å):
C (-0.606, -0.229, 1.538)
C (-0.284, 0.830, 0.232)
C (0.767, 1.827, 0.587)
N (-0.101, -0.062, -0.934)
C (1.211, -0.819, -0.831)
O (2.036, -0.441, -1.844)
H (-1.292, 0.235, 2.217)
H (-0.881, -1.104, 1.030)
H (0.336, -0.291, 2.032)
H (-1.250, 1.320, -0.015)
H (1.703, 1.350, 0.743)
H (0.920, 2.497, -0.218)
H (0.529, 2.518, 1.441)
H (0.227, 0.378, -1.804)
H (1.521, -0.648, 0.219)
H (0.922, -1.941, -0.849)
H (-2.166, -2.410, -1.608)
H (-1.466, -1.183, -1.086)
O (-2.129, -1.828, -0.853)

=====

How far above the most stable structure does each one sit? In kJ/mol: *A* 0.0; *B* 100.0.